DFT (ωB97M-V/def2-TZVPD) results for a structure of composition C16H44O8Si2.

XYZ file:
```
70
Properties=species:S:1:pos:R:3
O -3.60 3.11 2.57
C -2.45 2.68 1.84
C -2.63 2.86 0.34
C -1.39 2.45 -0.46
C -1.14 0.93 -0.48
Si 0.20 0.31 0.64
O 1.67 0.94 0.20
Si 2.42 2.32 0.69
H -4.13 2.33 2.81
H -2.21 1.64 2.08
H -1.62 3.29 2.19
H -2.87 3.91 0.15
H -3.49 2.27 0.01
H -0.52 2.99 -0.05
H -1.51 2.80 -1.48
H -0.87 0.62 -1.50
H -2.06 0.38 -0.24
H 0.31 -1.17 0.51
H -0.07 0.63 2.06
H 1.90 2.74 2.01
H 3.87 2.05 0.79
H 2.19 3.40 -0.29
C -2.86 -0.70 -6.15
O -3.01 0.69 -6.34
C -3.56 1.36 -5.22
C -2.51 2.06 -4.39
O -1.61 1.14 -3.80
C -0.37 1.03 -4.47
H -2.30 -1.08 -7.00
H -2.33 -0.93 -5.23
H -3.84 -1.20 -6.13
H -4.12 0.66 -4.59
H -4.27 2.11 -5.59
H -3.00 2.62 -3.59
H -1.96 2.77 -5.02
H 0.24 1.93 -4.32
H -0.50 0.86 -5.54
H 0.16 0.18 -4.03
C 2.78 -2.12 -1.37
O 3.36 -3.40 -1.21
C 2.59 -4.26 -0.39
C 1.77 -5.24 -1.21
O 0.78 -4.60 -1.99
C 1.14 -4.43 -3.34
H 3.36 -1.60 -2.14
H 1.74 -2.18 -1.69
H 2.83 -1.54 -0.44
H 1.93 -3.68 0.26
H 3.28 -4.83 0.24
H 1.27 -5.93 -0.53
H 2.44 -5.83 -1.85
H 1.16 -5.39 -3.87
H 2.11 -3.95 -3.45
H 0.38 -3.79 -3.80
C 0.73 -1.27 4.89
O 0.55 0.11 4.64
C -0.03 0.83 5.71
C 1.00 1.61 6.49
O 1.93 0.76 7.14
C 3.17 0.65 6.46
H 1.33 -1.67 4.07
H 1.25 -1.44 5.84
H -0.23 -1.79 4.91
H -0.56 0.15 6.38
H -0.76 1.53 5.29
H 0.49 2.20 7.26
H 1.52 2.30 5.82
H 3.74 1.58 6.52
H 3.03 0.38 5.41
H 3.74 -0.14 6.96
```

## Properties
Energy   -1816.834314 Eh
Total charge   0
Orbital gap   9.88 eV